{"formula": "C81H174F3N7O2", "method": "ωB97M-V/def2-TZVPD", "elements": ["C", "C", "C", "C", "N", "C", "C", "C", "C", "C", "C", "C", "H", "H", "H", "H", "H", "H", "H", "H", "H", "H", "H", "H", "H", "H", "H", "H", "H", "H", "H", "H", "H", "H", "H", "H", "C", "C", "C", "C", "N", "C", "C", "C", "C", "C", "C", "C", "H", "H", "H", "H", "H", "H", "H", "H", "H", "H", "H", "H", "H", "H", "H", "H", "H", "H", "H", "H", "H", "H", "H", "H", "C", "C", "C", "C", "N", "C", "C", "C", "C", "C", "C", "C", "H", "H", "H", "H", "H", "H", "H", "H", "H", "H", "H", "H", "H", "H", "H", "H", "H", "H", "H", "H", "H", "H", "H", "H", "C", "C", "C", "C", "N", "C", "C", "C", "C", "C", "C", "C", "H", "H", "H", "H", "H", "H", "H", "H", "H", "H", "H", "H", "H", "H", "H", "H", "H", "H", "H", "H", "H", "H", "H", "H", "C", "C", "C", "C", "N", "C", "C", "C", "C", "C", "C", "C", "H", "H", "H", "H", "H", "H", "H", "H", "H", "H", "H", "H", "H", "H", "H", "H", "H", "H", "H", "H", "H", "H", "H", "H", "C", "C", "C", "C", "N", "C", "C", "C", "C", "C", "C", "C", "H", "H", "H", "H", "H", "H", "H", "H", "H", "H", "H", "H", "H", "H", "H", "H", "H", "H", "H", "H", "H", "H", "H", "H", "C", "C", "C", "C", "N", "C", "C", "C", "C", "C", "C", "C", "H", "H", "H", "H", "H", "H", "H", "H", "H", "H", "H", "H", "H", "H", "H", "H", "H", "H", "H", "H", "H", "H", "H", "H", "C", "O", "O", "C", "F", "F", "F", "C", "C", "H", "H", "H", "H", "H", "H"], "xyz": [[19.245800, 21.579830, 19.125335], [18.894900, 23.061180, 19.393985], [19.715700, 23.736530, 20.487565], [19.473200, 25.293130, 20.675545], [20.380330, 26.045660, 21.721265], [20.066960, 25.556400, 23.204475], [20.027250, 26.817260, 24.079805], [20.266650, 28.043080, 23.221675], [19.930190, 27.531650, 21.722935], [21.882590, 25.884780, 21.406205], [22.961850, 26.638530, 22.251805], [24.349960, 26.133570, 22.020385], [18.572920, 20.908730, 18.591525], [19.204730, 21.125660, 20.115365], [20.262800, 21.500150, 18.741325], [17.857380, 22.935640, 19.703635], [18.956720, 23.641950, 18.473665], [20.779470, 23.542390, 20.350465], [19.377420, 23.307910, 21.430945], [18.462930, 25.403680, 21.069545], [19.575160, 25.803710, 19.717935], [20.742050, 24.808760, 23.620865], [19.144150, 24.976310, 23.205465], [20.639640, 26.718160, 24.976055], [19.057550, 26.835260, 24.577255], [21.285610, 28.412490, 23.337255], [19.707580, 28.931490, 23.515365], [20.666930, 27.984770, 21.059625], [18.865200, 27.675500, 21.540705], [21.897860, 26.060530, 20.330575], [22.150930, 24.828600, 21.430185], [22.639710, 26.548930, 23.289255], [22.892920, 27.675810, 21.924085], [24.547330, 25.144340, 22.433395], [25.076580, 26.865650, 22.372785], [24.519200, 25.929100, 20.963195], [19.117210, 10.907870, 27.603955], [18.081230, 10.442260, 26.499705], [17.788310, 11.605630, 25.500985], [16.500520, 11.584350, 24.599685], [16.335650, 12.786950, 23.553195], [15.046040, 12.605540, 22.742435], [15.449600, 12.613240, 21.245245], [16.835270, 13.226390, 21.163315], [17.471010, 12.781250, 22.471335], [16.252260, 14.093220, 24.447975], [16.251470, 15.392590, 23.545175], [16.376190, 16.626970, 24.507145], [19.569260, 10.079070, 28.148795], [18.709100, 11.604340, 28.336405], [20.014330, 11.345960, 27.166525], [17.104040, 10.084680, 26.824255], [18.502560, 9.643830, 25.888905], [18.676690, 11.817830, 24.906125], [17.718140, 12.431630, 26.208735], [15.547740, 11.607960, 25.128605], [16.672480, 10.719550, 23.958865], [14.210740, 13.239070, 23.040795], [14.691630, 11.581260, 22.857995], [14.695930, 13.093280, 20.621035], [15.525850, 11.633810, 20.773005], [16.710460, 14.296370, 20.996985], [17.412150, 12.894140, 20.300225], [18.344920, 13.356390, 22.777305], [17.770400, 11.733730, 22.437195], [17.114060, 14.117390, 25.114925], [15.290680, 13.979640, 24.948525], [15.269440, 15.485600, 23.081425], [17.055310, 15.230580, 22.827055], [16.832970, 17.487100, 24.017615], [17.002470, 16.401840, 25.370385], [15.485680, 17.012270, 25.003755], [12.240340, 17.870810, 11.117895], [11.632080, 16.472990, 11.670235], [11.709570, 16.357340, 13.212235], [10.430910, 17.011580, 13.894395], [10.646150, 17.242020, 15.376775], [9.374720, 17.870750, 15.957955], [9.816030, 18.843900, 16.953635], [11.336520, 19.000950, 16.880475], [11.633870, 18.386750, 15.517165], [11.066790, 16.016280, 16.188275], [10.274350, 14.735200, 15.912495], [10.791140, 13.693840, 16.820895], [11.472340, 18.586410, 11.411495], [12.422320, 17.760160, 10.048905], [13.163960, 18.122510, 11.639115], [12.347710, 15.806180, 11.189265], [10.658670, 16.250320, 11.233215], [12.665100, 16.649000, 13.648125], [11.552930, 15.294890, 13.398695], [9.566050, 16.350360, 13.840425], [10.122240, 17.875550, 13.305865], [8.618470, 17.173740, 16.319005], [8.877290, 18.459410, 15.187145], [9.612360, 18.449750, 17.949255], [9.169000, 19.705710, 16.790115], [11.793440, 18.433560, 17.691275], [11.629690, 20.039600, 17.033295], [12.664020, 18.052590, 15.393785], [11.386600, 19.110310, 14.740365], [11.052910, 16.224100, 17.258195], [12.140590, 15.839300, 16.127195], [10.278830, 14.409130, 14.872425], [9.254850, 15.098880, 16.040825], [9.990730, 12.967170, 16.960175], [11.032350, 14.021150, 17.832225], [11.701310, 13.167880, 16.532685], [20.065220, 20.000340, 23.302905], [18.549170, 20.229800, 23.422715], [17.999920, 21.013220, 24.611495], [18.262650, 20.335700, 26.026435], [17.858830, 21.247090, 27.242555], [18.584210, 22.560630, 27.182955], [18.573080, 23.165920, 28.595515], [18.511040, 21.925770, 29.500255], [18.475360, 20.718990, 28.611885], [16.309800, 21.406100, 27.300195], [15.486690, 20.162700, 27.627095], [13.974860, 20.409620, 27.427705], [20.260570, 19.541500, 22.333675], [20.524000, 19.306660, 24.007495], [20.540460, 20.979850, 23.355885], [18.151450, 19.229800, 23.595695], [18.123570, 20.549420, 22.471505], [16.936010, 21.208620, 24.477285], [18.584310, 21.932960, 24.585855], [19.316480, 20.083130, 26.143705], [17.651540, 19.458580, 26.239265], [18.112910, 23.167490, 26.409845], [19.604780, 22.380100, 26.845415], [17.701700, 23.820520, 28.612705], [19.452850, 23.759970, 28.842895], [17.573810, 21.966930, 30.055235], [19.384540, 21.840980, 30.146715], [17.887730, 19.915550, 29.056045], [19.499530, 20.358460, 28.516095], [16.056810, 21.762170, 26.301545], [16.189880, 22.186590, 28.051555], [15.699300, 19.909230, 28.665675], [15.730990, 19.319850, 26.980555], [13.505870, 19.465200, 27.703815], [13.606430, 20.661450, 26.433255], [13.618130, 21.219380, 28.064205], [14.689010, 19.820280, 23.182055], [13.447320, 19.236310, 22.496435], [12.918590, 17.972290, 23.131915], [11.417320, 17.627670, 22.658135], [11.037730, 16.204540, 23.139315], [11.614760, 15.042500, 22.356485], [10.558130, 13.870660, 22.245645], [9.347960, 14.455180, 22.907645], [9.505610, 15.991450, 22.871905], [11.349030, 15.988640, 24.664455], [10.665240, 17.064140, 25.545025], [11.008620, 16.824750, 27.040285], [14.740990, 19.672180, 24.260695], [14.824970, 20.881420, 22.973275], [15.593590, 19.333290, 22.817825], [13.639070, 19.116570, 21.430145], [12.657400, 19.985440, 22.442365], [13.014780, 18.169420, 24.199615], [13.546180, 17.117640, 22.879335], [11.183200, 17.643900, 21.593695], [10.769310, 18.363980, 23.133555], [12.400190, 14.622590, 22.984875], [12.085210, 15.397320, 21.439495], [10.941420, 12.989310, 22.759875], [10.430230, 13.615740, 21.193625], [9.346920, 14.281400, 23.983705], [8.358860, 14.163870, 22.554215], [8.883540, 16.478860, 23.622625], [9.430920, 16.447330, 21.884635], [12.405740, 15.859540, 24.898565], [10.956730, 15.002220, 24.911775], [9.579370, 17.136170, 25.483385], [11.055370, 18.073550, 25.414645], [12.091100, 16.826290, 27.168185], [10.682990, 15.892330, 27.501415], [10.578920, 17.590990, 27.685525], [15.848830, 16.056940, 11.507505], [15.166620, 14.899970, 12.209595], [15.441650, 14.898780, 13.742715], [16.838870, 14.326160, 14.089835], [17.386740, 14.599150, 15.513625], [17.746310, 16.090930, 15.545165], [18.809520, 16.290650, 16.666385], [19.602860, 14.981210, 16.616835], [18.812050, 14.076920, 15.656245], [16.531410, 14.086870, 16.664505], [16.011650, 12.608100, 16.329645], [15.612520, 11.857710, 17.598835], [15.668200, 16.086500, 10.432975], [16.934390, 15.967220, 11.547775], [15.597620, 17.019940, 11.952035], [15.556300, 13.976000, 11.782355], [14.086030, 14.998560, 12.106115], [14.702830, 14.232350, 14.187805], [15.287430, 15.856270, 14.240235], [17.571350, 14.673140, 13.361015], [16.925580, 13.246270, 13.969695], [16.838170, 16.680630, 15.670185], [18.034810, 16.368720, 14.531405], [18.291440, 16.445150, 17.612855], [19.438440, 17.180430, 16.637075], [19.680420, 14.610930, 17.639075], [20.631740, 15.122310, 16.285795], [18.786340, 12.994600, 15.782835], [19.371750, 14.160650, 14.724665], [15.713180, 14.803460, 16.593055], [17.036970, 14.191820, 17.624455], [16.735430, 12.070690, 15.716915], [15.178940, 12.817550, 15.658205], [15.137670, 12.514490, 18.327705], [16.437260, 11.289870, 18.029505], [14.981810, 11.001990, 17.357885], [13.559970, 22.278100, 11.210025], [13.513800, 21.825280, 12.650475], [14.884890, 21.610250, 13.325025], [14.737490, 21.449150, 14.826505], [15.997950, 21.240990, 15.758475], [17.053210, 22.343290, 15.625965], [17.893490, 21.892180, 14.395685], [17.711140, 20.341750, 14.207875], [16.778020, 19.936950, 15.310235], [15.490210, 21.098710, 17.243995], [14.880340, 22.470450, 17.898005], [14.519570, 22.343880, 19.337995], [12.522330, 22.322520, 10.879225], [14.060380, 21.521800, 10.605295], [13.853880, 23.323030, 11.110795], [12.862930, 20.955530, 12.739835], [13.006840, 22.697190, 13.063835], [15.474330, 22.512000, 13.159225], [15.376600, 20.753590, 12.864085], [14.131190, 20.560600, 15.002525], [14.101880, 22.255210, 15.193065], [17.552670, 22.278900, 16.592655], [16.453140, 23.249920, 15.548305], [18.950400, 21.953300, 14.655135], [17.726090, 22.370670, 13.430735], [18.750980, 20.017680, 14.250465], [17.379300, 20.213780, 13.177535], [17.408120, 19.574530, 16.122465], [16.000660, 19.219650, 15.047005], [16.329980, 20.646490, 17.771605], [14.729830, 20.317970, 17.224815], [13.989720, 22.731320, 17.326315], [15.575760, 23.287800, 17.707165], [14.107340, 23.256200, 19.769095], [15.398640, 22.023420, 19.897135], [13.689440, 21.664330, 19.530855], [14.537140, 17.130820, 18.252635], [15.951840, 17.135650, 18.387115], [14.309570, 16.901460, 16.907375], [13.702380, 16.301430, 19.300315], [14.013500, 14.971140, 19.328005], [13.872200, 16.677590, 20.530925], [12.389470, 16.399340, 19.088105], [16.457420, 17.378790, 19.752825], [17.951980, 17.801220, 19.701865], [18.625560, 16.947070, 19.771285], [18.118490, 18.327130, 18.761755], [18.109680, 18.478680, 20.541075], [16.357730, 16.459600, 20.330115], [15.888100, 18.183090, 20.218725], [14.310360, 18.179240, 18.446305]], "forces_ev_per_a": [[1.086, 0.289, 1.271], [-0.853, -0.539, -0.886], [0.101, 0.959, 0.933], [0.591, -0.956, 0.262], [-0.983, -1.168, 1.356], [0.150, 0.143, -0.495], [-1.035, -0.603, 0.958], [0.081, -0.204, -1.208], [2.326, 0.314, 2.356], [0.137, -0.583, -0.640], [-2.206, 0.288, -0.701], [0.459, -0.811, -0.646], [-0.263, 0.760, -0.638], [0.503, -0.279, 0.248], [-0.049, -0.322, -0.059], [-0.331, 0.980, 0.024], [-0.209, 0.067, -0.084], [-0.017, -0.098, -0.013], [0.427, -0.340, 0.221], [0.030, 0.320, -0.170], [0.077, 0.224, 0.173], [0.836, 0.248, -0.778], [-0.436, 0.572, -0.417], [0.747, 0.137, -0.439], [-0.423, 0.287, -0.418], [0.125, -0.401, -0.450], [-0.577, -0.340, -0.208], [-0.854, 0.394, -0.467], [0.292, -0.369, -0.490], [0.445, 0.711, -0.041], [-0.545, -0.257, 0.523], [0.288, 0.214, 0.152], [0.169, 0.180, 0.418], [-0.078, 0.149, 0.623], [0.035, -0.263, -0.021], [0.108, 0.554, -0.260], [-0.433, -0.638, -0.677], [0.401, 0.222, -0.927], [-0.521, 1.553, 0.786], [1.480, 0.098, -0.619], [0.443, 0.601, 1.189], [0.529, -1.697, -0.921], [-0.330, 0.183, -0.631], [-0.351, 0.352, -0.116], [-0.388, 0.138, 0.746], [-0.161, 0.052, -2.497], [-0.726, -0.585, 2.340], [0.911, -0.164, -0.107], [-0.587, -0.288, 0.050], [-0.181, -0.019, -0.148], [-0.233, 0.361, -0.430], [0.242, -0.072, 0.732], [0.133, -0.278, 0.333], [-0.008, -0.155, -0.263], [-0.164, 0.514, -0.217], [0.226, -0.412, 0.086], [-0.881, -0.179, -0.055], [0.568, 0.442, 0.043], [0.047, 0.026, 0.797], [0.136, 0.418, 0.189], [-0.216, -0.455, 0.735], [0.397, 0.211, 0.552], [-0.023, -0.340, 0.126], [-0.234, 0.067, 0.316], [0.029, 0.041, -0.252], [-0.247, -0.285, -0.052], [0.292, 0.035, 0.400], [0.201, -0.211, -0.617], [-0.092, 0.835, 0.064], [-0.004, -0.074, -0.173], [0.413, -0.190, -0.129], [-0.602, -0.437, -0.551], [-1.705, -1.551, 1.287], [2.466, 1.739, -0.601], [-2.296, -0.768, -0.437], [1.251, -1.630, -0.555], [-0.420, 1.145, -0.277], [-0.433, -0.600, -1.537], [-0.269, 0.523, 2.581], [-0.381, -0.043, -0.220], [0.546, 0.384, 0.454], [0.917, -0.410, -0.550], [-0.012, 2.476, -0.849], [-0.551, -1.597, 1.395], [0.273, 0.664, -0.703], [-0.256, 0.478, 0.116], [0.099, -0.168, -0.011], [-0.319, -0.754, 0.437], [-0.071, 0.182, 0.270], [-0.107, 0.281, -0.135], [0.518, -0.172, 0.287], [0.206, -0.300, -0.181], [0.203, 0.646, 0.869], [0.488, -0.436, -0.140], [0.237, -0.541, -0.581], [-0.346, 0.286, 0.158], [0.614, 0.459, 0.424], [0.132, -0.101, -0.201], [0.193, -0.015, -0.476], [-0.139, -0.284, 0.136], [-0.080, -0.109, -0.123], [-0.886, 0.568, -0.114], [0.265, 0.327, -0.918], [0.425, 0.041, -0.012], [-0.476, -0.971, 0.582], [0.265, -0.409, -0.025], [-0.203, 0.538, 0.107], [-0.140, 0.118, -0.643], [-0.415, 0.686, -0.276], [-0.200, -2.252, 0.831], [1.031, 0.045, 1.042], [-0.785, 1.005, 0.175], [1.337, -1.492, 0.215], [0.097, 0.755, -0.494], [-0.075, -0.252, -0.804], [-0.893, 0.605, 0.382], [-0.596, -0.309, -0.496], [1.197, 0.109, -0.215], [0.063, 0.594, -0.363], [0.160, -0.051, 0.640], [0.097, 0.254, -0.133], [-0.287, 0.260, 0.380], [0.518, -0.136, -0.074], [-0.357, -0.391, -0.480], [0.023, 0.397, 0.122], [0.104, 0.117, -0.035], [-0.405, 0.473, 0.329], [-0.071, 0.112, 0.093], [0.201, -0.201, -0.603], [-0.092, 0.157, 0.201], [-0.006, -0.385, 0.011], [0.026, -0.063, 0.718], [-0.072, 0.050, -0.447], [0.345, 0.004, 0.532], [-0.362, 0.176, 0.249], [-0.135, -0.017, -0.465], [-0.146, -0.091, -0.983], [-0.076, 0.323, 0.190], [-0.444, 0.015, -0.175], [-0.302, -0.328, -0.042], [0.383, -0.054, 0.080], [-0.350, 0.222, 0.188], [0.608, -0.051, -0.314], [-0.077, -0.209, 0.227], [0.425, -0.261, -0.329], [-0.114, 0.853, -0.675], [-1.115, -0.407, -1.122], [1.652, -0.590, 1.611], [-0.934, 0.036, 1.065], [0.882, -0.824, 0.616], [0.958, 1.065, -0.545], [-0.919, 1.461, 0.899], [1.016, -0.514, -0.207], [-1.613, 0.682, -0.210], [0.643, -0.288, 1.417], [0.169, -0.372, 0.136], [-0.462, 0.078, 0.173], [-0.197, 0.042, 0.009], [0.100, -0.150, -0.183], [0.326, -0.390, -0.091], [-0.195, 0.174, 0.573], [-0.645, -0.492, 0.185], [0.160, -0.013, 0.076], [0.652, 0.008, -0.076], [-0.281, -0.373, 0.115], [0.368, 0.383, -0.127], [-0.464, -0.043, -0.019], [-0.127, 0.046, -0.062], [-0.238, 0.032, 0.080], [-0.112, -0.683, -0.058], [0.202, -0.121, -0.208], [0.247, 0.216, -0.282], [-0.612, -0.138, 0.000], [0.217, 0.664, -0.633], [-0.333, 0.080, -0.124], [0.065, -0.320, -0.438], [0.040, -0.043, -0.724], [0.147, 0.211, 0.072], [-0.264, -0.233, -0.486], [0.084, 0.195, -0.255], [0.598, 0.148, -0.292], [0.574, 0.713, 0.916], [0.289, -1.095, 0.374], [0.000, -0.569, 0.061], [2.459, 1.205, -0.818], [-0.896, 1.125, 0.650], [-0.916, -0.169, -0.493], [-0.322, -0.194, 1.052], [0.718, -0.838, -0.747], [-0.847, -0.555, -1.783], [0.420, 1.902, 0.389], [0.152, -0.769, -0.575], [-0.406, 0.022, 0.067], [0.184, -0.032, 0.241], [-0.188, 0.090, -0.051], [-0.486, -0.210, -0.024], [0.077, -0.405, -0.243], [-0.116, 0.001, 0.135], [0.044, 0.291, -0.279], [0.235, 0.486, 0.424], [-0.577, -0.058, 0.024], [-0.212, -0.183, 0.635], [0.688, -0.379, 0.099], [-0.199, -0.553, -0.136], [-0.023, 0.002, -0.841], [-0.031, -0.398, -0.081], [-0.192, -0.103, -0.254], [-0.032, 0.105, 0.743], [-0.686, 0.275, -0.505], [-0.433, -0.132, 0.736], [0.307, 0.007, -0.269], [0.128, -0.155, 0.346], [-0.268, -0.482, 0.212], [-0.054, -0.140, -0.004], [0.500, 0.639, 0.285], [-0.624, 0.365, -0.118], [-0.617, -0.597, -0.355], [-0.022, 0.866, 0.451], [0.191, 0.511, -0.068], [-0.241, -0.937, 0.542], [-0.607, -0.611, 0.027], [-1.269, -1.189, -0.856], [0.681, -0.276, 0.745], [0.268, 1.921, -0.875], [-0.778, 0.373, 0.143], [-0.471, 1.129, -0.601], [0.632, -1.306, -2.224], [-0.201, -0.309, 0.891], [-0.071, -0.252, -0.198], [0.310, 0.585, -0.416], [0.814, -0.318, -0.165], [0.076, -0.146, 0.183], [-0.135, -0.275, 1.037], [0.154, -0.035, -0.367], [0.075, 0.046, 0.006], [0.129, -0.294, 0.205], [0.622, 0.334, 0.352], [0.479, 0.356, -0.275], [0.589, 0.265, -0.154], [-0.092, 0.869, -0.118], [-0.170, 0.459, 0.513], [-0.471, -0.997, 0.333], [-0.271, -0.505, 0.309], [-0.576, 0.106, 0.492], [0.195, -0.169, 0.170], [0.136, 0.463, 0.243], [-0.148, 0.063, -0.125], [-0.032, -0.088, -0.098], [0.174, -0.052, 0.248], [0.495, 0.363, -0.209], [-0.108, 0.011, 0.368], [0.200, -0.550, -0.257], [-0.258, 0.877, -4.038], [1.415, -0.743, 2.550], [-0.542, -0.515, 2.506], [1.208, -1.270, -2.270], [-0.115, 0.047, -0.542], [0.496, 1.243, 2.505], [-0.580, 0.024, -0.466], [0.578, -0.104, -1.500], [-1.254, -0.214, -0.009], [0.028, 0.121, -0.020], [0.159, 0.105, 0.090], [0.350, -0.005, -0.013], [-0.154, 0.036, 0.221], [-0.260, 0.017, 0.037], [-0.876, 0.643, 0.901]], "mulliken_charge": [-0.6955, -0.0876, 0.1800, -1.2631, 0.5514, -0.4827, -0.7916, -0.7150, -0.6258, -0.9771, -0.1460, -1.5110, 0.0607, -0.1044, 0.4521, -0.1751, 0.5774, 0.4046, -0.2281, 0.4442, 0.4493, 0.2909, 0.3742, 0.4420, 0.3860, 0.2365, 0.4809, 0.3949, 0.4664, 0.5665, 0.3513, 0.2151, 0.3349, 0.3918, 0.3884, 0.3669, -1.2249, -0.5200, -0.6603, -0.7519, 0.6973, -0.9552, 0.1163, 1.0833, -1.4071, -1.5124, 0.7027, -0.9569, 0.4017, 0.3473, 0.3295, 0.3800, 0.3514, 0.4202, 0.2243, 0.5522, 0.4101, -0.0803, 0.3931, -0.2343, 0.5658, -0.9008, 0.7764, 0.2640, 0.5495, 0.4950, 0.3503, -0.2952, 0.2197, -0.1701, 0.6534, 0.3334, -1.0013, -1.0569, 0.4586, -1.2574, 0.8347, -0.6041, -0.6931, 0.5213, -0.5564, -0.1216, -0.4370, -1.2162, 0.3384, 0.4703, 0.0598, 0.4407, 0.4306, -0.1456, 0.2672, 0.5818, 0.6103, 0.3941, 0.4578, 0.2626, 0.3283, -0.7273, 0.4815, -0.0730, 0.3765, 0.4418, -0.1948, 0.2991, 0.3306, 0.4531, 0.1090, 0.3545, -1.6526, 0.2224, 0.5676, -1.0326, 0.4636, -0.8583, -0.7952, -0.5650, -0.6375, -0.9597, 0.1008, -1.4864, 0.4502, 0.4446, 0.3226, -0.5967, 0.2838, 0.0793, 0.0850, 0.4726, 0.2518, 0.4751, 0.4594, 0.3989, 0.3717, 0.2534, 0.3980, 0.4174, 0.4862, 0.2520, 0.7419, 0.3523, 0.0184, 0.3871, 0.2972, 0.4512, -0.8572, -0.5707, 1.5412, -1.5271, 0.4966, 0.3626, -0.5924, -0.7849, -0.6985, -0.9028, -0.2780, -1.5351, -0.0494, 0.6747, -0.0788, -0.1117, 0.6169, 0.9346, -1.3286, 0.5033, 0.4597, -0.5056, 0.0449, 0.3370, 0.4061, 0.2964, 0.5062, 0.4565, 0.5412, 0.1784, 1.0504, 0.2535, 0.1462, 0.3108, 0.3835, 0.3990, -1.1178, -0.5256, 0.6462, -1.6056, 0.6213, -0.6799, -0.0722, -0.9561, -0.7238, 0.3219, -0.6892, -1.2353, 0.4386, 0.3730, 0.0676, 0.4511, 0.1659, 0.0758, -0.2349, 0.5785, 0.5950, 0.0194, 0.5937, -0.6312, 0.8029, 0.3627, 0.3332, 0.5514, 0.4707, -0.2142, 0.3895, 0.4140, 0.2370, -0.0064, 0.3986, 0.5445, -1.5813, -0.2370, -0.0213, -0.3799, 0.9846, -0.5023, -0.9150, -0.6685, 0.2915, 0.1848, -0.4590, -1.4052, 0.4419, 0.3578, 0.3917, -0.0867, 0.4407, 0.2114, 0.0423, -0.2581, 0.5493, 0.2458, 0.4973, 0.3961, 0.2704, 0.4423, 0.2999, -0.0514, -0.1447, 0.1409, -0.1151, 0.2911, 0.3624, 0.5203, 0.1772, 0.3072, 0.2678, 1.1779, -0.6696, -0.6678, -0.3377, 0.3492, -0.0533, 0.3978, -0.8941, 0.3516, -0.0769, 0.1063, -0.5469, 0.0915, -0.4460], "max_force_ev_per_a": 4.1, "total_charge": 6, "orbital_gap_ev": 8.178, "lumo_ev": -9.8276, "de_lowest_kcal_mol": 0.0}